{
  "formula": "C11H21ClN2O3",
  "method": "ωB97M-V with the def2-TZVPD basis set",
  "e_lumo_ev": 0.6,
  "smiles": "CN(C)C(=O)C[C@@]1(C[C@@H](O)CN)CCO[C@H]1Cl",
  "energy_ev": -33391.4149,
  "multiplicity": 1,
  "homo_lumo_gap_ev": 9.6,
  "charge": 0,
  "e_homo_ev": -9.034,
  "elements": ["Cl", "O", "O", "O", "N", "N", "C", "C", "C", "C", "C", "C", "C", "C", "C", "C", "C", "H", "H", "H", "H", "H", "H", "H", "H", "H", "H", "H", "H", "H", "H", "H", "H", "H", "H", "H", "H", "H"],
  "positions_angstrom": [[-0.205, -2.257, 2.630], [-1.012, 1.437, -1.276], [-0.473, -3.293, 0.173], [1.563, 0.038, 1.725], [3.171, 0.012, 0.094], [-3.618, 1.833, -0.529], [-2.551, 2.305, 0.363], [0.846, -0.644, -0.422], [-0.774, -2.181, 0.970], [-1.210, 1.570, 0.112], [-1.322, -1.465, -1.137], [1.868, -0.171, 0.598], [-0.542, -0.920, 0.114], [4.210, -0.124, 1.115], [3.306, 1.221, -0.720], [-1.289, 0.216, 0.800], [-1.214, -3.022, -0.981], [1.248, -1.556, -0.852], [-2.421, 3.379, 0.242], [-2.315, -0.074, 0.981], [3.264, 2.143, -0.142], [4.602, -1.131, 1.116], [2.513, 1.223, -1.455], [-1.861, -2.226, 1.050], [-1.137, 2.291, -1.708], [-0.461, 2.201, 0.588], [-0.797, -3.466, -1.868], [-4.308, 1.302, -0.016], [3.906, 0.205, 2.101], [4.222, 1.136, -1.287], [-0.856, 0.350, 1.783], [-2.867, 2.146, 1.389], [-0.680, -1.255, -1.983], [-2.287, -1.027, -1.334], [0.818, 0.081, -1.223], [5.042, 0.505, 0.823], [-2.240, -3.395, -0.929], [-4.140, 2.615, -0.901]],
  "atomic_forces_ev_per_a": [[0.448, -0.354, -0.159], [0.548, 0.022, -0.392], [0.983, -0.326, 0.354], [-0.121, 0.131, 2.058], [0.258, -0.026, 0.425], [-0.232, 0.122, 0.045], [-0.283, -0.091, -0.123], [1.019, -0.037, 1.037], [-0.811, 0.204, -0.185], [-1.595, 0.619, 0.332], [1.906, -0.557, -0.231], [-0.348, 0.021, -1.878], [-1.464, -0.383, -0.596], [0.350, 0.561, -0.475], [-0.280, -0.786, -0.335], [1.045, 0.248, -0.145], [-1.689, 0.977, -0.854], [0.096, -0.264, -0.103], [0.096, 0.137, -0.134], [-0.410, -0.195, -0.309], [0.116, 0.142, 0.147], [-0.132, -0.414, 0.268], [-0.264, 0.212, -0.154], [-0.268, 0.278, 0.561], [-0.084, -0.145, 0.145], [0.533, -0.115, -0.108], [0.616, -0.328, -0.058], [0.101, -0.174, 0.017], [-0.231, -0.123, 0.184], [0.405, 0.253, -0.022], [0.121, 0.051, 0.328], [0.284, 0.096, 0.405], [-0.315, 0.478, -0.417], [-0.404, -0.133, 0.293], [-0.265, 0.106, -0.181], [0.233, 0.176, -0.073], [-0.076, -0.424, 0.467], [0.113, 0.043, -0.133]],
  "lowdin_charge": [0.7275, -0.0335, -0.1094, 0.0923, -0.1627, 0.0122, -0.2231, -0.0422, -0.7060, -0.3590, -0.0731, -0.4424, -0.3903, -0.0598, -0.0598, -0.1077, -0.1849, 0.1422, 0.1098, 0.1192, 0.0951, 0.0825, 0.0754, 0.1086, 0.1060, 0.1401, 0.1171, 0.0646, 0.0814, 0.0840, 0.1042, 0.1107, 0.1010, 0.1182, 0.1043, 0.0765, 0.1184, 0.0626]
}